1.
A molecular structure, C34H50BaN6O9 in a non-equilibrium geometry, computed with wB97M-V/def2-TZVPD.

Its LUMO energy is 0.131 hartree. The gap between HOMO and LUMO is 0.245 Ha.

```
! wB97M-V def2-TZVPD RIJCOSX def2/J DEFGRID3
* xyz -2 1
Ba -1.15 -0.03 -1.19
O 1.94 3.01 -2.44
O -0.91 -1.42 -3.18
O -1.28 -1.70 -5.38
O -5.17 1.02 2.92
O -1.35 -2.09 -0.22
O 0.48 1.37 -1.99
O -0.93 2.10 1.17
O -3.07 0.68 2.21
O -2.59 -3.92 -0.60
N 0.56 -0.60 1.85
N 1.56 -1.10 -0.61
N -3.88 -0.66 -0.98
N -4.07 2.31 -0.14
N -2.63 0.87 -3.44
N -1.57 3.20 -1.73
C -3.94 -1.08 -2.39
C 6.08 -2.62 -2.22
C -2.42 4.03 -0.89
C -4.18 1.28 2.22
C -3.82 0.00 -3.49
C -1.62 0.46 -4.43
C 0.06 -0.28 3.04
C 3.57 -2.00 0.32
C 4.52 -0.65 5.10
C 6.10 -3.38 0.15
C 1.87 -0.82 1.76
C 5.25 -3.30 -1.12
C -2.95 2.27 -3.64
C 3.96 -2.51 -0.92
C -4.27 2.52 1.30
C -0.17 3.58 -1.51
C 3.09 -2.30 -1.98
C 0.86 2.57 -2.05
C -2.44 -2.72 -0.36
C 2.36 -1.30 0.43
C 0.84 -0.14 4.18
C 3.22 1.42 5.55
C 3.12 -0.09 5.31
C -5.15 1.54 -0.74
C 2.22 -0.32 4.09
C 2.51 -0.76 6.55
C -1.89 3.26 -3.15
C -3.88 3.60 -0.78
C -5.07 0.03 -0.51
C 4.90 -4.73 -1.56
C -3.73 -1.87 -0.13
C 2.73 -0.67 2.85
C 1.91 -1.60 -1.79
C -1.24 -1.04 -4.34
H 0.05 4.57 -1.95
H 4.31 -4.73 -2.48
H -4.60 -2.53 -0.27
H -5.15 1.74 -1.81
H 4.50 -1.71 4.84
H 3.69 1.92 4.70
H -0.70 1.02 -4.25
H -3.12 2.48 -4.72
H -4.34 3.60 -1.77
H -5.98 -0.42 -0.96
H 0.37 0.13 5.11
H -3.50 3.22 1.64
H 1.20 -1.45 -2.60
H -4.89 -1.62 -2.57
H -3.68 -1.54 0.91
H 5.10 -0.54 6.03
H 5.55 -2.60 -3.17
H 6.32 -1.60 -1.94
H -1.01 -0.12 3.07
H 3.20 -0.68 7.39
H -5.26 3.00 1.47
H -1.98 4.00 0.11
H -3.89 2.47 -3.14
H 4.17 -2.17 1.19
H -1.73 1.61 1.50
H 3.79 -0.81 2.70
H 5.06 -0.12 4.32
H -0.02 3.64 -0.44
H 2.23 1.86 5.68
H -3.83 -0.55 -4.44
H 5.58 -3.90 0.95
H -2.23 4.27 -3.43
H -0.97 3.08 -3.71
H -1.97 0.67 -5.45
H 5.81 -5.31 -1.73
H 3.30 -2.69 -2.97
H 7.02 -3.93 -0.07
H -3.14 -1.81 -2.54
H -5.16 -0.14 0.56
H 2.30 -1.81 6.36
H -6.13 1.87 -0.36
H 6.37 -2.38 0.51
H -2.39 5.08 -1.23
H 4.30 -5.23 -0.79
H 3.81 1.63 6.45
H -0.20 1.51 1.37
H 7.02 -3.17 -2.37
H -4.40 4.40 -0.22
H -4.72 0.61 -3.48
H 1.57 -0.28 6.85
*
```

Löwdin population analysis, charges in e, atoms 1 to 2: atom 1 (Ba): 2.10, atom 2 (O): -0.02

2.
A molecular structure, C34H50Cl2N3OP3Zr in a non-equilibrium geometry, computed with wB97M-V/def2-TZVPD.

The energy above the lowest of the compared OMol25 structures with the same formula, charge and spin is 365.52 kJ/mol. Its LUMO energy (spin up / spin down) is -0.246 / -0.246 hartree. The gap between HOMO and LUMO (spin up / spin down) is 0.181 / 0.181 Ha.

```
! wB97M-V def2-TZVPD RIJCOSX def2/J DEFGRID3
* xyz 2 1
Zr -0.22 0.04 0.57
Cl -0.57 -1.07 2.70
Cl 2.15 0.84 0.99
P 1.44 1.91 -5.94
P -3.86 -1.84 -2.34
P 1.39 -2.04 -0.46
O -2.54 0.78 -3.46
N -2.72 1.96 1.96
N -0.87 2.15 0.53
N -0.79 3.14 2.66
C 0.54 -2.17 -5.80
C 5.75 2.34 -5.39
C -0.48 0.21 -2.12
C -2.36 -1.02 -1.71
C 0.36 3.22 -5.20
C 0.49 0.35 -1.28
C 0.61 0.27 -5.80
C -5.09 -0.60 -2.72
C -1.87 -1.06 -0.45
C 0.57 4.05 -6.33
C -0.64 3.53 -4.23
C -0.66 0.25 -6.44
C 2.67 -2.11 -1.73
C -4.44 -2.91 -1.04
C 0.57 3.61 2.40
C 3.70 2.55 -4.07
C -1.19 -0.93 -6.97
C -1.41 3.59 3.89
C 5.06 2.83 -4.27
C -0.57 -2.15 -6.66
C -3.52 -2.77 -3.83
C 2.30 -2.55 1.02
C 3.82 1.10 -6.07
C -3.56 1.61 0.81
C 1.12 -0.97 -5.34
C 3.04 1.80 -5.08
C -0.26 5.13 -6.60
C 5.13 1.47 -6.28
C -3.02 1.28 3.21
C -1.42 4.69 -4.48
C -1.57 -0.25 -2.88
C -1.46 2.43 1.72
C 0.37 -3.47 -0.86
C -1.25 5.45 -5.65
H -0.42 -3.56 -0.12
H 1.96 -1.01 -4.64
H 3.37 -2.92 -1.49
H 2.84 -1.69 1.43
H -0.44 2.95 0.05
H 3.17 2.90 -3.17
H 1.35 3.74 -7.04
H -3.75 -3.76 -0.91
H -2.75 -3.53 -3.66
H -3.38 1.98 3.98
H 0.99 3.98 3.33
H -2.19 5.01 -3.76
H -2.45 3.88 3.72
H 1.19 2.78 2.02
H 3.24 -1.18 -1.77
H 2.26 -2.31 -2.72
H -0.78 2.98 -3.30
H -3.80 0.53 3.01
H -4.43 -3.30 -4.12
H 1.59 -2.89 1.78
H -1.36 2.82 4.67
H 0.57 4.42 1.65
H -5.99 -1.10 -3.07
H -1.97 1.31 -4.06
H -0.85 4.46 4.26
H -1.16 -0.95 -3.66
H 6.78 2.63 -5.56
H -1.88 6.32 -5.85
H -0.96 -3.07 -7.10
H 0.97 -3.14 -5.54
H -2.45 -1.63 0.28
H -2.04 -0.88 -7.64
H -4.74 0.08 -3.50
H -5.42 -3.30 -1.34
H -4.55 -2.35 -0.10
H 1.14 1.21 -1.65
H 3.30 0.44 -6.76
H -2.13 0.71 3.54
H 0.99 -4.37 -0.87
H -3.63 2.45 0.11
H -3.23 -2.14 -4.68
H 3.01 -3.34 0.73
H -1.15 1.20 -6.66
H -4.56 1.33 1.18
H -3.14 0.75 0.25
H -0.09 5.69 -7.52
H -0.09 -3.33 -1.84
H 5.65 1.07 -7.15
H -5.36 -0.03 -1.83
H 5.61 3.45 -3.56
*
```

Löwdin population analysis, charges in e, atoms 1 to 2: atom 1 (Zr): 1.00, atom 2 (Cl): 0.04

3.
4 unconnected molecules or ions with the total composition C34H51ClF3O9PS5 in a non-equilibrium geometry, computed with wB97M-V/def2-TZVPD.

Its LUMO energy is -0.045 hartree. The gap between HOMO and LUMO is 0.258 Ha.

```
! wB97M-V def2-TZVPD RIJCOSX def2/J DEFGRID3
* xyz 0 1
Cl -8.28 -2.76 -0.86
S -6.93 5.31 0.91
S 3.24 0.31 3.44
S 2.91 -8.51 2.98
S -4.16 -4.51 -0.16
S 2.05 -3.32 -0.18
P -6.56 -2.46 0.32
F -4.95 4.65 2.53
F -6.51 5.97 3.47
F -5.10 6.82 2.02
O -1.50 -3.69 -3.51
O -8.10 4.55 1.37
O 2.65 -7.37 2.05
O 0.75 -2.58 -0.26
O -6.75 -1.12 1.34
O -7.30 0.21 -1.05
O -3.26 1.51 -3.86
O -7.35 6.50 0.18
O 4.14 0.13 2.27
C -4.01 -2.90 -0.99
C -2.82 -1.16 -2.44
C 3.10 -2.44 0.99
C -4.08 3.76 -1.88
C -3.79 1.28 -2.81
C 4.23 1.03 4.77
C -4.50 2.37 -1.93
C -5.81 5.69 2.35
C 0.90 3.31 -3.28
C 2.50 1.76 -2.05
C -4.83 4.67 -0.99
C -6.12 0.45 -1.16
C -0.47 4.11 -3.41
C -2.87 -2.51 -1.85
C 1.42 -8.76 3.96
C 5.88 1.17 -0.34
C 3.42 1.79 -0.77
C 7.63 1.17 1.52
C 4.91 2.08 -1.22
C -1.73 -3.55 -2.11
C 1.79 -4.77 0.85
C -0.30 -3.02 -3.95
C -5.64 1.94 -1.11
C -6.40 2.83 -0.26
C 2.24 1.78 3.13
C 1.19 2.68 -1.87
C -5.96 4.23 -0.20
C -5.01 -0.60 -1.38
C -5.11 -1.92 -0.77
C 7.05 2.02 0.30
C 3.92 -7.88 4.34
C -2.92 4.32 -2.74
C -1.47 3.96 -2.20
C -3.86 -0.17 -2.21
H 1.61 -9.51 4.73
H 7.87 2.19 -0.45
H 6.84 1.12 2.31
H 2.19 0.72 -2.36
H -0.80 -3.28 -1.52
H 5.10 3.18 -1.11
H 0.44 -3.80 -4.31
H -0.25 5.18 -3.68
H 3.04 2.18 -2.95
H -7.28 2.48 0.32
H 1.12 -5.45 0.32
H 2.56 -2.29 1.93
H -1.20 4.77 -1.46
H 5.08 1.77 -2.29
H 7.81 0.13 1.12
H 3.36 -1.47 0.56
H 6.70 3.03 0.65
H 2.74 -5.27 1.03
H 4.75 1.92 4.40
H 3.58 1.29 5.60
H 0.39 2.00 -1.49
H 4.96 0.29 5.09
H 4.03 -8.65 5.10
H -3.03 4.04 -3.82
H 3.45 -6.99 4.77
H 2.89 2.62 2.87
H 0.63 -9.12 3.29
H -2.03 -4.57 -1.73
H -3.02 5.45 -2.72
H 1.33 -4.48 1.80
H 6.35 0.39 -1.00
H 5.29 0.70 0.49
H 0.19 -2.39 -3.17
H -1.51 2.95 -1.75
H -1.94 -0.92 -3.07
H 3.05 2.61 -0.09
H -3.17 -4.59 0.79
H 1.40 3.51 -1.14
H 1.11 -7.82 4.41
H 3.29 0.80 -0.25
H 1.66 2.01 4.02
H 4.90 -7.62 3.94
H 0.90 2.49 -4.04
H 1.74 4.00 -3.57
H -7.60 -1.19 1.82
H 4.01 -3.01 1.16
H 8.58 1.60 1.91
H -1.00 3.68 -4.31
H -4.51 5.74 -0.95
H -0.60 -2.32 -4.78
H 1.57 1.56 2.30
*
```

Löwdin population analysis, charges in e, atoms 1 to 2: atom 1 (Cl): 0.15, atom 2 (S): 0.79

4.
16 unconnected molecules or ions with the total composition C34H51ClN15O3P in a non-equilibrium geometry, computed with wB97M-V/def2-TZVPD.

Its LUMO energy is 0.003 hartree. The gap between HOMO and LUMO is 0.332 Ha.

```
! wB97M-V def2-TZVPD RIJCOSX def2/J DEFGRID3
* xyz 0 1
Cl 2.50 -1.01 -3.93
P 2.37 -0.55 -1.85
O -1.03 0.73 -2.15
O 3.29 -1.81 -1.09
O -0.53 1.15 0.10
N -1.13 -3.61 -0.31
N 4.71 5.97 1.81
N 1.71 -11.13 -2.41
N -0.85 5.17 2.69
N -0.62 -1.92 3.62
N 0.65 -2.76 -8.36
N 0.90 -5.42 -3.78
N 1.67 -8.10 2.64
N -1.23 2.90 6.35
N -4.47 3.72 1.38
N 2.36 3.94 -6.53
N 1.17 1.90 -3.15
N -3.08 -0.89 10.36
N 0.69 0.68 8.44
N -1.90 4.86 -6.83
C 1.43 3.06 6.59
C 2.84 -1.20 -8.30
C -0.04 -0.09 7.93
C 2.87 4.79 -5.90
C -0.34 0.47 -0.92
C 0.59 2.87 -3.47
C 1.98 -8.51 -1.94
C 1.83 -9.98 -2.21
C 1.61 -2.08 -8.32
C -0.16 4.10 -3.88
C 0.60 -0.80 -1.21
C -2.57 -0.04 10.98
C -7.07 4.34 1.18
C -0.88 -0.38 -3.11
C -0.07 2.97 6.46
C -0.68 -7.53 3.78
C -1.55 2.28 -7.46
C -0.46 -1.59 -2.16
C -1.93 1.05 11.78
C -0.96 -1.06 7.28
C -0.84 0.74 3.46
C -1.58 4.40 2.17
C -5.62 3.99 1.29
C 0.64 -7.84 3.14
C -0.18 -4.19 0.04
C 1.45 -4.49 -6.23
C -1.74 3.72 -7.11
C 2.12 6.57 1.62
C 1.04 -4.94 0.48
C 3.52 5.88 -5.10
C 1.14 -5.01 -4.85
C 3.58 6.24 1.73
C -2.51 3.43 1.52
C -0.72 -0.75 3.55
H 0.04 4.91 -3.18
H -7.33 5.10 1.92
H 1.61 -7.94 -2.79
H -1.86 1.04 3.73
H -1.47 -0.58 6.44
H -0.40 -1.92 6.91
H -1.49 -7.84 3.13
H -1.84 1.65 -6.62
H 2.87 6.18 -4.28
H 2.07 -3.60 -6.16
H 0.52 -4.24 -6.74
H 1.52 5.68 1.80
H 1.86 7.34 2.35
H 0.75 -1.28 -0.19
H -1.23 3.90 -3.90
H 4.47 5.52 -4.69
H 1.91 -4.60 -0.09
H -1.75 1.92 11.14
H -3.02 3.90 0.69
H -1.71 -1.41 7.99
H -0.76 -6.45 3.96
H -7.29 4.72 0.18
H -1.35 -1.69 -1.46
H 1.90 6.95 0.62
H 0.04 -2.52 -2.59
H -1.95 2.57 1.14
H -0.76 -8.06 4.74
H 1.98 -5.25 -6.80
H 1.90 2.79 5.65
H -0.14 1.21 4.16
H -0.12 0.07 -3.84
H 3.10 -2.60 -1.66
H -0.62 1.07 2.45
H -0.97 0.71 12.17
H -3.24 3.08 2.23
H -1.81 -0.68 -3.70
H 1.21 -4.77 1.54
H -2.57 1.34 12.61
H 1.71 4.07 6.86
H 0.90 -6.01 0.30
H 2.60 -0.26 -7.80
H 1.77 2.37 7.37
H 1.41 -8.24 -1.05
H -7.68 3.45 1.37
H 3.16 -0.99 -9.32
H 3.64 -1.70 -7.76
H 3.71 6.74 -5.74
H -0.51 2.09 -7.71
H -2.18 2.02 -8.32
H 3.03 -8.27 -1.78
H 0.16 4.41 -4.88
*
```

Löwdin population analysis, charges in e, atoms 1 to 2: atom 1 (Cl): 0.14, atom 2 (P): 0.66